28
Properties=species:S:1:pos:R:3:nbo_charge:R:1 method="wB97M-V/def2-TZVPD" max_force_ha_per_bohr=0.07183 relative_energy_kj_mol=314.7 total_charge=0 homo_lumo_gap_ev=9.549
C 0.96241 -2.38898 1.79843 0.18
C 0.02499 -0.89881 0.53090 -0.02
C -0.88447 -1.85124 0.75988 0.14
C -0.06735 1.90548 1.69511 0.32
C -0.16637 0.38621 -0.18125 0.35
C -2.39048 -1.96623 0.53304 -0.64
C 0.17684 1.93272 -2.03021 -0.59
C 1.91554 0.23144 -1.52416 -0.61
C 0.41409 0.45371 -1.54734 -0.28
N -0.26469 -2.80984 1.58098 -0.46
N 0.86257 1.58974 0.91054 -0.56
N 1.20344 -1.16179 1.27088 -0.54
N -1.47498 0.99285 0.12841 -0.32
O -1.37051 1.50011 1.45747 -0.38
H 1.58747 -2.88634 2.43925 0.19
H 0.01080 2.44312 2.74048 0.21
H -2.78056 -2.70662 1.25929 0.23
H -2.90811 -1.04736 0.76718 0.23
H -2.60706 -2.22132 -0.43951 0.21
H 0.96422 2.47822 -1.65971 0.22
H -0.82079 2.29328 -1.79348 0.19
H 0.46672 1.88315 -3.09055 0.22
H 2.12803 -0.64914 -0.94640 0.22
H 2.30068 1.08887 -0.96291 0.23
H 2.38774 0.22502 -2.51582 0.22
H -0.03552 -0.26884 -2.20036 0.23
H 1.95804 -0.48174 1.42120 0.45
H -1.59269 1.93432 -0.40135 0.36



16
Properties=species:S:1:pos:R:3:nbo_charge:R:1 method="wB97M-V/def2-TZVPD" max_force_ha_per_bohr=0.00913 relative_energy_kj_mol=260.9 total_charge=0 homo_lumo_gap_ev=8.164
C -1.00604 -0.47342 2.14535 -0.67
C -0.58881 -0.42762 0.71025 0.34
C -1.38812 -0.56352 -0.44350 -0.48
C -0.64231 -0.48217 -1.62072 -0.08
C 1.20434 1.16732 -1.59413 -0.59
C 0.75006 -0.21590 -1.11786 -0.19
N 0.67723 -0.24823 0.36067 -0.54
H -0.44565 0.24666 2.75083 0.23
H -2.07335 -0.25825 2.23294 0.24
H -0.82786 -1.47446 2.55409 0.24
H -2.46596 -0.69061 -0.37554 0.21
H 2.07632 1.52785 -1.03833 0.20
H 0.38596 1.88278 -1.46575 0.22
H 1.45242 1.12902 -2.65661 0.23
H 1.45007 -0.99368 -1.44970 0.23
H 1.44170 -0.12576 1.00803 0.40



102
Properties=species:S:1:pos:R:3:mulliken_charge:R:1 method="wB97M-V/def2-TZVPD" max_force_ha_per_bohr=0.10456 relative_energy_kj_mol=404.6 total_charge=-2 homo_lumo_gap_ev=4.066
O 1.32353 0.68215 -1.28326 -1.28
C 0.31111 0.74867 -0.33317 1.70
C 0.74167 0.74658 1.18421 0.27
O 1.60459 1.74886 1.72057 -1.06
H -0.35928 -0.03854 -0.67810 -1.21
H -0.29352 1.64163 -0.49179 0.17
H 1.10083 -0.25954 1.40058 -0.30
H -0.17768 0.54489 1.73396 -0.20
C -2.55322 2.45747 2.39710 0.17
C -2.24637 2.56451 3.84486 -0.10
O -3.48676 3.03385 4.39917 -0.37
C -4.34491 3.28470 3.45963 0.62
O -5.42793 3.83373 3.61422 -0.64
O -3.89707 2.77977 2.30049 -0.37
H -2.56158 1.41873 2.06686 -0.06
H -1.84238 3.05891 1.83047 0.26
H -1.30171 3.09840 3.94817 0.28
H -2.12109 1.57713 4.28926 0.17
C 0.47850 -2.59443 4.06964 -0.57
C 1.85990 -3.25255 3.88280 0.68
O 1.91582 -4.44831 3.89968 -0.70
N 2.95635 -2.50135 4.04720 -0.08
C 3.03470 -1.06078 4.05108 -1.25
H -0.05653 -2.59341 3.11999 -0.18
H 0.45091 -1.56894 4.43802 0.31
H -0.13941 -3.23755 4.69629 0.37
H 3.87112 -2.91538 4.15617 0.33
H 2.59905 -0.70074 4.98311 0.51
H 2.72908 -0.57212 3.12592 0.19
H 4.02250 -0.66478 4.28671 0.38
C 4.42563 -3.10882 0.76150 -1.19
C 3.79711 -1.90173 0.06558 0.91
O 4.31656 -0.76099 0.08099 -0.64
N 2.69092 -1.97850 -0.69478 0.24
C 1.85894 -3.14545 -0.75692 -0.66
H 4.02360 -3.25151 1.76454 0.09
H 5.51117 -3.02450 0.81235 0.32
H 4.16330 -4.03054 0.24215 0.45
H 2.25076 -1.09282 -0.89957 -0.08
H 0.78377 -3.09036 -0.58643 -0.12
H 2.08719 -3.94571 -0.05294 0.41
H 1.98529 -3.62342 -1.72835 0.29
C 0.82526 5.42061 -3.47099 -1.31
C 1.02975 4.14552 -2.70669 0.83
O 1.67736 4.27415 -1.66556 -0.63
N 0.54809 3.01040 -3.12763 0.24
C -0.21321 2.87026 -4.33983 -1.03
H 1.26265 6.33323 -3.06612 0.33
H -0.20599 5.77304 -3.49111 0.31
H 1.37868 5.34127 -4.40668 0.31
H 0.63914 2.19951 -2.53244 0.05
H -1.25317 3.06819 -4.08023 0.33
H 0.07320 1.87215 -4.67128 0.13
H 0.23821 3.40332 -5.17659 0.42
C -2.59475 0.72794 -2.38544 -0.22
C -3.86467 0.79498 -3.20672 0.25
O -4.44116 1.87150 -3.35691 -0.74
N -4.19910 -0.42584 -3.62704 0.15
C -5.39258 -0.69419 -4.46138 -1.14
H -1.69546 0.33283 -2.85794 -0.07
H -2.83280 0.20490 -1.45924 0.17
H -2.37297 1.75789 -2.10594 0.51
H -3.57180 -1.19488 -3.43947 0.02
H -5.31001 -0.14730 -5.40062 0.35
H -6.23431 -0.12018 -4.07395 0.39
H -5.75274 -1.70382 -4.65895 0.34
C -2.10797 -2.37608 0.39902 -0.03
C -3.54081 -2.79385 0.33020 0.33
O -4.07895 -3.19160 1.38522 -0.73
N -4.02716 -2.76318 -0.90353 0.09
C -5.13308 -3.56140 -1.18028 -1.16
H -1.51501 -3.14577 -0.09502 0.26
H -1.76490 -2.14223 1.40685 0.15
H -1.94602 -1.40023 -0.05879 -0.28
H -3.59394 -2.41460 -1.74669 0.24
H -5.48689 -3.53829 -2.21100 0.28
H -6.01637 -3.25856 -0.61797 0.33
H -4.80244 -4.56127 -0.89915 0.37
C -0.91198 -2.18456 -5.49914 -1.61
C -0.80094 -1.99493 -4.00019 0.89
O -1.80336 -2.23181 -3.28877 -0.65
N 0.33026 -1.54471 -3.41344 0.81
C 1.51366 -1.24811 -4.15951 -1.13
H -1.84975 -2.60871 -5.85799 0.34
H -0.12668 -2.82505 -5.90061 0.40
H -0.82984 -1.14012 -5.79995 0.36
H 0.35003 -1.24531 -2.44904 -0.41
H 1.42884 -1.34475 -5.24190 0.46
H 2.31058 -1.86073 -3.73794 0.24
H 1.53934 -0.18397 -3.92492 0.28
C 5.55560 2.74724 4.84451 -1.45
C 4.47176 2.40530 3.89512 0.84
O 4.81444 2.27205 2.69484 -0.64
N 3.27345 2.53645 4.33320 0.14
C 2.72461 2.93966 5.65929 -1.01
H 5.52065 3.73636 5.30115 0.31
H 6.45815 2.74102 4.23341 0.36
H 5.68845 1.90149 5.51916 0.34
H 2.66741 2.32307 3.55391 0.28
H 2.64416 3.99935 5.90153 0.28
H 3.47446 2.50690 6.32151 0.39
H 1.74848 2.47776 5.80729 0.29



10
Properties=species:S:1:pos:R:3:nbo_charge:R:1 method="wB97M-V/def2-TZVPD" max_force_ha_per_bohr=0.11314 relative_energy_kj_mol=185.0 total_charge=0 homo_lumo_gap_ev=9.146 smiles=CN[SiH](Cl)Cl
C -1.54889 -0.17017 0.48843 -0.42
N -0.27924 0.57076 0.47412 -0.95
Si 1.50916 -0.13497 -0.68474 1.32
Cl 2.79556 1.24439 -0.03200 -0.34
Cl 1.91568 -1.90760 0.14751 -0.34
H -1.15685 -1.22140 0.35051 0.18
H -1.83693 0.02143 1.50094 0.20
H -2.09213 0.15900 -0.27833 0.18
H -0.48635 1.58937 0.08760 0.34
H 1.17999 -0.15081 -2.05405 -0.19



12
Properties=species:S:1:pos:R:3:nbo_charge:R:1 method="wB97M-V/def2-TZVPD" max_force_ha_per_bohr=0.13068 relative_energy_kj_mol=273.7 total_charge=0 homo_lumo_gap_ev="8.511 / 8.512"
C -0.10879 1.98463 -0.33241 0.07
C -0.18666 -0.34674 -0.07582 0.51
C 1.22565 -0.62735 -0.38128 0.90
N 0.03024 3.05380 -0.64935 -0.44
N -0.72616 -0.09947 1.26104 0.46
O -0.03995 0.02589 2.23239 -0.28
O -1.94756 -0.02025 1.26095 -0.37
O -1.06758 -0.83242 -0.93380 -0.61
F 1.54171 -1.79990 0.29746 -0.30
F 1.25748 -0.85897 -1.69829 -0.28
F 2.12520 0.32784 -0.12472 -0.26
H -2.10358 -0.80708 -0.85618 0.58



7
Properties=species:S:1:pos:R:3:nbo_charge:R:1 method="wB97M-V/def2-TZVPD" max_force_ha_per_bohr=0.07320 relative_energy_kj_mol=679.5 total_charge=0 homo_lumo_gap_ev="9.092 / 7.350"
C -0.07345 0.19984 -0.54155 0.16
N 0.25082 -0.74491 0.08449 -0.63
O -1.73023 -2.66198 -0.25996 -0.89
S -0.35794 -2.46470 0.27951 1.17
H 1.92031 1.22408 -0.70972 -0.07
H -0.86248 0.73290 -1.18138 0.22
H -0.37304 -2.17687 1.72131 0.04